[1]
A structure of composition C30H34F3IrN6O8S2, computed with ωB97M-V with the def2-TZVPD basis set.

Last column: Löwdin charge in e.
Element x y z (Å)
Ir1 -0.640423 -1.430770 0.518346  1.27
C1 5.378925 -0.622668 -2.230055  -0.08
O1 4.907090 0.331682 -3.163918  -0.08
C2 3.879148 -0.042492 -3.972805  -0.28
C3 3.326346 -1.320385 -3.993027  0.00
C4 2.236100 -1.586764 -4.807771  -0.02
C5 1.691475 -0.588937 -5.604347  -0.29
C6 2.310795 0.655327 -5.651928  -0.04
C7 3.383924 0.937410 -4.829498  0.00
N1 0.550104 -0.767225 -6.464383  0.07
N2 -0.512553 -1.277706 -6.075981  0.07
C8 -0.723658 -1.633658 -4.699510  -0.25
C9 -1.066236 -2.935626 -4.425512  -0.03
C10 -1.175947 -3.421708 -3.117296  0.01
C11 -0.945534 -2.579184 -2.040177  -0.34
O2 -0.973137 -2.953032 -0.794191  -0.18
C12 -0.675145 -1.207397 -2.324326  -0.11
N3 -0.503017 -0.400120 -1.225695  -0.04
C13 -0.364671 0.894341 -1.397677  -0.08
C14 -0.370730 1.478808 -2.675584  -0.02
C15 -0.476848 0.693150 -3.784445  0.01
C16 -0.611201 -0.706902 -3.634084  -0.10
H1 6.155365 -0.124167 -1.656308  0.09
H2 5.807280 -1.493838 -2.732247  0.09
H3 4.578760 -0.947975 -1.559154  0.09
H4 3.717673 -2.110353 -3.369460  0.10
H5 1.801817 -2.576861 -4.797404  0.12
H6 1.919021 1.407895 -6.325111  0.11
H7 3.853789 1.911954 -4.833502  0.12
H8 -1.210450 -3.609972 -5.261326  0.12
H9 -1.432822 -4.455134 -2.929939  0.12
H10 -0.272007 1.503046 -0.512414  0.07
H11 -0.285853 2.553770 -2.750128  0.11
H12 -0.481856 1.130944 -4.773794  0.12
O3 1.296918 -1.901834 0.421841  -0.25
N4 1.781588 -2.007390 1.690211  -0.18
C17 2.650624 -3.007267 1.921761  0.00
C18 3.232917 -3.143102 3.150086  -0.04
C19 2.885702 -2.231732 4.153477  -0.05
C20 1.968210 -1.244822 3.896220  -0.06
C21 1.373504 -1.128079 2.632087  -0.61
S1 0.128370 0.006930 2.250403  0.75
H13 2.813459 -3.654886 1.074013  0.15
H14 3.921578 -3.954468 3.328247  0.11
H15 3.316005 -2.320961 5.141810  0.11
H16 1.651051 -0.557497 4.666813  0.11
C22 -3.512942 3.389058 2.630858  -0.02
N5 -2.196307 3.992489 2.626741  -0.08
C23 -2.006538 5.112785 3.530718  -0.16
C24 -0.893661 6.004023 3.027736  -0.15
C25 0.340256 5.161337 2.802754  -0.17
N6 0.039251 4.018921 1.955789  -0.08
C26 1.197725 3.381332 1.359167  -0.04
C27 -1.195811 3.441473 1.877417  -0.46
O4 -1.418881 2.471193 1.137006  -0.04
H17 -4.241406 4.034091 2.132489  0.10
H18 -3.838905 3.225235 3.660318  0.10
H19 -3.475305 2.439070 2.115126  0.05
H20 -1.790752 4.755821 4.545594  0.13
H21 -2.946094 5.666580 3.576473  0.12
H22 -0.684043 6.796687 3.745718  0.12
H23 -1.197145 6.469419 2.087397  0.13
H24 0.754438 4.820897 3.760622  0.13
H25 1.116634 5.748026 2.307122  0.12
H26 1.544260 3.931756 0.479742  0.10
H27 0.968897 2.357921 1.091267  0.02
H28 2.006416 3.356983 2.093178  0.09
C28 -4.856070 -0.883074 1.250109  -0.06
C29 -3.550552 -0.358780 1.794229  -0.26
O5 -2.591718 -0.220881 0.716209  -0.20
H29 -5.581070 -0.963461 2.061637  0.08
H30 -4.716461 -1.868183 0.811906  0.07
H31 -5.253140 -0.203416 0.494869  0.08
H32 -3.134452 -1.010600 2.562545  0.10
H33 -3.690875 0.628882 2.234099  0.09
H34 -2.153273 0.641850 0.818845  0.02
F1 -0.514908 -5.385173 1.126654  0.14
C30 -1.272460 -5.292163 2.216444  -0.67
F2 -0.502987 -5.548123 3.280780  0.13
F3 -2.225254 -6.220939 2.153175  0.14
S2 -2.030129 -3.619517 2.359988  0.52
O6 -2.957249 -3.519776 1.271949  -0.27
O7 -2.524461 -3.551113 3.700666  -0.26
O8 -0.810439 -2.760987 2.170349  -0.47

Cartesian forces (eV/Å) of the 3 atoms listed first:
Ir -0.249 0.579 0.326
C -0.002 0.019 -0.021
O 0.008 -0.027 -0.015

The calculation puts the total energy at -3294.33578 hartree. Its multiplicity is 1. The relative energy (zero: lowest compared OMol25 entry of this formula, charge and spin) is 90.2 kJ/mol. Its largest force on an atom is 0.015 Eh/bohr.



[2]
A structure of composition C30H34IrN2OS at a distorted geometry, computed with ωB97M-V with the def2-TZVPD basis set.

Last column: Löwdin charge in e.
Element x y z (Å)
Ir1 -0.641590 1.030959 -0.134028  1.39
C1 0.201492 -4.313651 0.529514  -0.06
C2 -0.941730 -4.820789 -0.353172  -0.55
C3 -0.339529 -5.587563 -1.539260  -0.03
C4 -1.822644 -5.761255 0.479497  -0.03
C5 -1.797450 -3.673910 -0.886973  -0.14
C6 -2.920797 -3.966811 -1.693715  0.00
C7 -3.737024 -2.989918 -2.219176  -0.04
C8 -3.423298 -1.662325 -1.933182  -0.43
S1 -4.241527 -0.211635 -2.439581  1.22
C9 -3.098273 0.723255 -1.595752  -0.51
N1 -2.173687 0.012379 -0.983912  -0.11
C10 -2.323158 -1.355433 -1.142789  -0.27
C11 -1.506704 -2.352247 -0.614488  0.04
C12 -3.008113 2.166686 -1.396176  -0.22
C13 -3.893242 3.133837 -1.850708  0.00
C14 -3.712135 4.452985 -1.453693  -0.03
C15 -2.673677 4.790459 -0.592196  -0.03
C16 -1.776032 3.824893 -0.141733  -0.10
C17 -1.930327 2.528330 -0.580010  -0.22
H1 0.784803 -5.161257 0.889055  0.10
H2 -0.172643 -3.777171 1.404615  0.08
H3 0.881069 -3.660393 -0.027306  0.07
H4 0.264463 -6.417969 -1.171803  0.10
H5 0.300168 -4.940292 -2.141733  0.09
H6 -1.109314 -6.003039 -2.189093  0.09
H7 -1.210965 -6.562418 0.895836  0.10
H8 -2.606327 -6.225749 -0.119084  0.08
H9 -2.296127 -5.228978 1.306419  0.10
H10 -3.152466 -5.000079 -1.913601  0.12
H11 -4.587611 -3.245563 -2.835723  0.13
H12 -0.655091 -2.085752 -0.002537  0.08
H13 -4.720014 2.861718 -2.495005  0.13
H14 -4.393888 5.216787 -1.799847  0.12
H15 -2.557368 5.814292 -0.262972  0.12
H16 -0.975254 4.103138 0.533706  0.09
N2 -1.935396 1.057466 2.600665  0.27
C18 -1.450231 1.017883 1.559724  -0.21
H17 -2.388625 1.045430 3.496082  0.14
C19 3.208660 3.228024 -1.677139  -0.03
C20 2.703231 3.963652 -0.428987  -0.33
C21 1.270988 4.485873 -0.628783  -0.04
C22 2.928117 3.100989 0.791854  -0.05
C23 3.834949 3.470252 1.773078  0.09
C24 4.208825 2.581247 2.794323  -0.01
C25 3.757433 1.291261 2.793930  0.05
C26 2.842357 0.849375 1.848054  -0.05
C27 2.486079 -0.603069 1.750395  -0.34
C28 1.110043 -0.969695 2.309151  -0.04
C29 2.670801 -1.147748 0.329064  -0.03
C30 2.311640 1.829803 0.926868  -0.26
O1 1.299985 1.556407 0.159379  -0.25
H18 3.136145 3.889194 -2.540250  0.10
H19 2.609902 2.339829 -1.881897  0.08
H20 4.251428 2.929480 -1.570341  0.10
H21 3.344123 4.837178 -0.280559  0.14
H22 0.593356 3.698393 -0.948081  0.04
H23 1.275283 5.249617 -1.406117  0.10
H24 0.881493 4.943220 0.279306  0.08
H25 4.285631 4.454227 1.726122  0.15
H26 4.919189 2.884743 3.550804  0.13
H27 4.155855 0.600628 3.526291  0.15
H28 3.225635 -1.104138 2.382687  0.14
H29 0.313944 -0.687043 1.615357  0.01
H30 0.918615 -0.501248 3.275043  0.09
H31 1.044870 -2.049938 2.435984  0.09
H32 1.914902 -0.762967 -0.360094  0.06
H33 2.584710 -2.235421 0.343337  0.08
H34 3.652066 -0.898436 -0.074664  0.10

Cartesian forces (eV/Å) of the 3 atoms listed first:
Ir 0.398 0.439 1.203
C 0.001 -0.022 -0.074
C -0.008 0.065 -0.016

The calculation puts the total energy at -1850.23230 hartree. Its multiplicity is 2. Its charge is +2. The relative energy (zero: lowest compared OMol25 entry of this formula, charge and spin) is 55.7 kJ/mol. Its largest force on an atom is 0.069 Eh/bohr.



[3]
A cluster of 2 separate species, C30H34N2O5 in total at a distorted geometry, computed with ωB97M-V with the def2-TZVPD basis set.

Last column: Löwdin charge in e.
Element x y z (Å)
C1 3.850745 -1.885646 4.135836  -0.09
C2 3.064034 -0.613920 3.950850  -0.24
O1 1.671914 -0.987495 3.900919  -0.06
C3 0.828135 0.079540 3.858757  -0.46
C4 -0.576875 -0.374546 3.915021  -0.13
C5 -1.624376 0.580682 3.724624  -0.41
O2 -1.570250 1.511141 2.909647  -0.04
C6 -2.941998 0.353222 4.479873  -0.13
C7 -3.810246 -0.618251 3.689533  -0.21
C8 -3.131597 -1.962029 3.406315  -0.21
C9 -2.143836 -2.411931 4.485454  -0.20
C10 -0.766604 -1.714065 4.505519  -0.20
O3 1.258439 1.225937 3.869359  0.03
H1 4.919067 -1.656007 4.093043  0.07
H2 3.639153 -2.330178 5.112021  0.08
H3 3.619762 -2.625095 3.363699  0.07
H4 3.221188 0.068793 4.798820  0.12
H5 3.335011 -0.100097 3.016064  0.12
H6 -2.744625 -0.020280 5.493284  0.11
H7 -3.466540 1.313149 4.549196  0.11
H8 -4.745667 -0.792277 4.237145  0.10
H9 -4.098224 -0.150613 2.738255  0.11
H10 -3.917136 -2.725950 3.329186  0.10
H11 -2.639391 -1.929393 2.425543  0.11
H12 -2.590343 -2.326201 5.485797  0.10
H13 -1.930276 -3.479575 4.337149  0.10
H14 -0.047041 -2.386651 4.008401  0.11
H15 -0.426775 -1.665903 5.560785  0.11
C11 -5.061961 -0.435712 -6.765590  -0.05
O4 -4.325263 -1.563525 -6.233942  -0.08
C12 -3.074174 -1.357687 -5.736367  -0.25
C13 -2.333866 -2.516252 -5.388503  0.02
C14 -1.029592 -2.393103 -4.933937  0.00
C15 -0.483688 -1.124794 -4.704717  -0.21
N1 0.832081 -1.043635 -4.212077  0.06
C16 1.311829 -0.134741 -3.292918  -0.07
C17 0.497561 0.402552 -2.197403  -0.33
C18 1.059045 1.550063 -1.486328  -0.06
C19 0.720840 1.811088 -0.200768  0.05
C20 1.336169 2.871337 0.570164  -0.20
C21 0.900772 3.073736 1.894734  -0.01
C22 1.566000 3.924243 2.758239  -0.05
C23 2.624105 4.707693 2.273223  -0.07
C24 3.004096 4.613826 0.925844  -0.09
C25 2.370807 3.706503 0.068859  -0.04
O5 -0.555252 -0.174467 -1.865552  0.11
N2 2.625159 -0.425625 -3.124638  -0.03
C26 3.578142 0.209969 -2.239882  0.01
C27 2.998309 -1.466471 -3.965384  0.01
C28 1.892423 -1.848582 -4.637343  0.02
C29 -1.212729 0.027711 -5.021492  0.01
C30 -2.489895 -0.076200 -5.568886  0.01
H16 -6.014440 -0.869938 -7.069874  0.09
H17 -5.222334 0.336377 -6.000716  0.09
H18 -4.549421 0.004098 -7.632271  0.10
H19 -2.790173 -3.496997 -5.513556  0.13
H20 -0.441993 -3.285098 -4.711420  0.12
H21 1.731221 2.183620 -2.072135  0.10
H22 -0.048176 1.226280 0.313777  0.15
H23 0.027538 2.509776 2.217947  0.08
H24 1.256632 3.968840 3.800822  0.12
H25 3.153660 5.372216 2.957170  0.10
H26 3.796333 5.258968 0.533391  0.10
H27 2.637624 3.653432 -0.991885  0.09
H28 4.468532 -0.424322 -2.223228  0.10
H29 3.874267 1.199608 -2.609259  0.11
H30 3.182520 0.302362 -1.224868  0.11
H31 4.000450 -1.860728 -3.962335  0.14
H32 1.769167 -2.629689 -5.366535  0.14
H33 -0.779437 1.014965 -4.875451  0.13
H34 -3.038544 0.821942 -5.864975  0.11

Cartesian forces (eV/Å) of the 3 atoms listed first:
C 0.233 -0.120 0.086
C -0.546 -0.162 0.092
O 1.573 0.132 0.041

The calculation puts the total energy at -1649.14177 hartree. Its multiplicity is 1. The relative energy (zero: lowest compared OMol25 entry of this formula, charge and spin) is 279.8 kJ/mol. Its largest force on an atom is 0.073 Eh/bohr.



Look up the largest force on an atom of the third one. 0.073 Eh/bohr



Among the records above, which one has the lowest largest force on an atom? C30H34F3IrN6O8S2